350
Properties=species:S:1:pos:R:3:forces:R:3:lowdin_charge:R:1 method="wB97M-V/def2-TZVPD" largest_force_ev_per_a=3.6 charge=+4 e_tot_ev=-338109.662
C 2.1388 -11.1232 -2.6930 0.5 1.2 -0.1 -0.075
C 2.6694 -9.6935 -3.0799 0.2 -1.2 -0.2 -0.226
C 3.8012 -9.0657 -2.2724 -0.1 -1.4 1.9 -0.212
C 4.2224 -7.7975 -2.8578 0.4 3.5 -0.7 -0.119
N 4.9815 -6.7678 -1.9491 0.6 -1.0 1.4 -0.175
C 6.4161 -7.3164 -1.6477 -0.4 0.8 -0.4 -0.062
C 7.3171 -6.0617 -1.4332 0.3 -1.2 0.2 -0.135
C 6.5939 -4.8830 -2.0689 -0.2 0.2 0.2 -0.153
C 5.2325 -5.4024 -2.5947 1.0 -0.5 -0.3 -0.076
C 4.2825 -6.5399 -0.5697 0.1 1.5 -1.3 -0.065
C 2.7936 -6.0589 -0.6720 -0.2 -1.3 0.7 -0.194
C 2.1150 -5.7539 0.6840 0.6 -0.2 -0.2 -0.087
H 1.5592 -11.4942 -3.5383 0.0 0.0 0.1 0.076
H 1.4580 -10.9048 -1.8703 0.0 -0.7 0.2 0.067
H 2.8749 -11.8806 -2.4234 0.1 0.2 0.1 0.071
H 1.7422 -9.1293 -2.9798 0.5 0.7 -0.5 0.096
H 3.0656 -9.6702 -4.0951 -0.7 -0.1 -0.4 0.117
H 4.6882 -9.6911 -2.1718 -0.1 -0.6 -0.3 0.125
H 3.4849 -8.9773 -1.2330 -0.2 0.4 0.2 0.113
H 3.4159 -7.1651 -3.2288 -0.3 -0.4 -0.1 0.103
H 4.9255 -7.9060 -3.6837 -0.1 -0.2 -0.1 0.143
H 6.3532 -8.0920 -0.8845 0.0 0.5 0.4 0.129
H 6.7824 -7.8694 -2.5127 -0.4 0.3 -0.3 0.130
H 7.6241 -5.9112 -0.3982 -0.4 0.1 0.1 0.116
H 8.2551 -6.2517 -1.9548 0.0 0.0 0.0 0.117
H 6.4811 -4.0362 -1.3920 -0.2 -0.2 0.3 0.083
H 7.2065 -4.4720 -2.8713 -0.3 -0.1 -0.3 0.121
H 4.4358 -4.6876 -2.3886 -0.2 -0.5 -0.3 0.114
H 5.3922 -5.5884 -3.6568 -0.7 0.0 0.0 0.138
H 4.8786 -5.7151 -0.1794 0.0 0.2 0.3 0.123
H 4.5391 -7.3805 0.0749 -0.7 -0.2 -0.2 0.128
H 2.1282 -6.8478 -1.0225 0.5 -0.5 -0.4 0.108
H 2.5281 -5.2790 -1.3857 0.9 0.3 -0.1 0.086
H 2.5972 -5.0413 1.3532 0.1 0.4 -0.4 0.057
H 2.0464 -6.6709 1.2692 -0.3 -0.1 -0.1 0.068
H 1.1255 -5.4151 0.3770 -0.2 0.1 0.6 0.067
C -3.1213 -3.1287 -5.5833 0.8 0.0 0.7 -0.076
C -1.8655 -3.0648 -6.4457 0.6 0.6 -0.5 -0.256
C -1.5975 -1.6961 -7.0696 1.5 0.3 0.4 -0.169
C -0.1482 -1.7241 -7.7019 0.0 1.0 -0.8 -0.058
N 0.2267 -0.4918 -8.6033 -1.9 -0.8 -1.2 -0.168
C 1.6335 -0.5504 -9.1697 -0.2 -2.2 1.5 -0.111
C 1.9718 0.8342 -9.4596 1.5 2.0 -0.9 -0.148
C 1.2171 1.7217 -8.4736 0.0 0.7 -0.7 -0.151
C 0.2067 0.8377 -7.8335 0.1 -1.2 0.3 -0.105
C -0.7989 -0.3998 -9.7920 0.3 -0.6 0.4 -0.079
C -0.7933 -1.5050 -10.8810 1.4 -0.4 0.9 -0.236
C -1.9352 -1.3416 -11.8404 -0.1 0.6 -0.4 -0.089
H -3.0084 -2.5423 -4.6715 0.4 0.2 0.3 0.048
H -3.2088 -4.1532 -5.2214 -0.6 0.0 -0.3 0.082
H -4.0375 -2.6911 -5.9796 0.0 -0.6 -0.7 0.074
H -1.8165 -3.8217 -7.2285 -0.5 -0.1 -0.1 0.123
H -0.9375 -3.2543 -5.9061 -0.3 -0.4 0.6 0.065
H -1.4589 -0.9799 -6.2596 -0.4 0.2 0.3 0.083
H -2.4583 -1.3290 -7.6285 0.4 -0.1 -0.6 0.111
H 0.1121 -2.6346 -8.2416 -0.5 0.1 -0.5 0.134
H 0.6452 -1.7031 -6.9548 -0.3 0.2 0.5 0.110
H 1.7364 -1.2652 -9.9862 -0.5 0.2 -0.1 0.137
H 2.2187 -0.9980 -8.3664 0.2 0.3 0.2 0.143
H 1.7770 1.0508 -10.5100 -0.4 0.3 0.1 0.127
H 3.0281 1.0781 -9.3464 0.2 -0.5 0.0 0.135
H 0.7148 2.5425 -8.9855 0.3 0.2 0.0 0.122
H 1.8441 2.1173 -7.6745 0.2 0.1 -0.4 0.084
H -0.7631 1.3339 -7.8689 -0.2 -0.7 0.5 0.132
H 0.6289 0.6060 -6.8557 -0.9 -0.1 0.3 0.110
H -0.6554 0.5894 -10.2267 0.0 0.0 -0.1 0.136
H -1.7726 -0.4489 -9.3045 0.1 0.3 -0.1 0.104
H -0.8097 -2.5164 -10.4750 -0.4 0.1 0.7 0.112
H 0.1472 -1.5766 -11.4272 0.1 0.6 -0.1 0.107
H -1.6635 -0.6433 -12.6319 -0.1 0.0 -0.1 0.086
H -2.7931 -0.8973 -11.3357 -0.3 -0.4 -0.1 0.080
H -2.1684 -2.3020 -12.3002 -0.3 0.2 0.1 0.091
C 0.7234 3.1147 4.3076 0.8 -0.6 -0.3 -0.093
C 0.4586 4.5348 3.9509 -0.4 0.4 -0.9 -0.277
C 0.4917 5.5348 5.0888 -0.2 3.0 -0.6 -0.128
C 0.7396 7.0466 4.5639 -0.6 -0.9 0.7 -0.058
N 1.1267 8.0712 5.6543 -1.5 -0.1 -0.8 -0.218
C 1.3004 9.4303 4.9921 0.5 1.5 0.0 -0.073
C 0.2255 10.3987 5.5429 0.8 0.1 -0.1 -0.140
C -0.7964 9.4961 6.1485 -0.2 -0.1 1.0 -0.159
C 0.0204 8.3160 6.6765 -1.4 -0.2 0.1 -0.082
C 2.3163 7.6649 6.4136 1.6 -0.2 -0.5 -0.160
C 3.5364 7.3111 5.5409 0.4 0.1 0.3 -0.208
C 4.8224 7.2187 6.4200 -0.7 -1.1 -0.6 -0.066
H 1.7157 2.9373 4.7223 -0.1 0.1 0.6 0.088
H 0.7873 2.5537 3.3752 -0.5 -0.3 0.1 0.059
H -0.0943 2.7684 4.9397 0.3 -0.5 0.2 0.076
H -0.5489 4.4938 3.5371 -0.4 0.5 0.0 0.092
H 1.0165 4.8236 3.0601 0.6 0.3 0.2 0.109
H 1.2405 5.4334 5.8744 -0.1 -0.9 -0.2 0.102
H -0.5197 5.5717 5.4936 0.2 -0.2 0.6 0.100
H -0.1631 7.4912 4.1448 -0.1 -0.3 -0.2 0.129
H 1.5114 7.0636 3.7944 0.1 0.1 0.2 0.121
H 2.3121 9.7250 5.2709 -0.1 0.3 -0.2 0.128
H 1.2403 9.4961 3.9058 0.1 -1.1 0.0 0.140
H 0.6733 11.0418 6.3005 -0.1 0.0 0.0 0.128
H -0.2712 11.0327 4.8084 0.6 0.0 -0.2 0.129
H -1.2816 10.0522 6.9507 -0.2 -0.4 0.2 0.133
H -1.5772 9.2406 5.4322 0.1 -0.4 0.0 0.120
H 0.4603 8.4766 7.6608 0.4 0.6 -0.3 0.141
H -0.6202 7.4596 6.8869 0.3 -0.4 -0.7 0.130
H 2.0067 6.8000 7.0004 0.3 0.2 0.3 0.132
H 2.5940 8.5052 7.0499 -0.2 -0.1 0.3 0.147
H 3.7012 8.0156 4.7256 -0.2 0.3 0.1 0.111
H 3.3322 6.3691 5.0319 0.2 -0.3 0.1 0.101
H 5.6444 6.7354 5.8919 -0.1 0.3 -0.4 0.077
H 4.6005 6.4635 7.1740 0.1 0.4 0.7 0.080
H 5.1999 8.1644 6.8087 -0.4 -0.1 0.2 0.087
C -3.9692 0.5655 9.1501 0.8 0.0 0.7 -0.103
C -4.9182 1.3318 8.2421 -0.2 0.6 -0.2 -0.259
C -4.3631 1.8087 6.8868 0.0 0.0 0.4 -0.179
C -5.3334 2.9188 6.2651 1.6 -1.8 -1.4 -0.055
N -5.0390 3.2434 4.7381 1.1 0.2 1.5 -0.174
C -3.6050 3.8828 4.6437 -1.0 -2.0 0.5 -0.112
C -3.6163 4.6696 3.3675 -0.6 0.3 -0.8 -0.129
C -5.1438 5.0756 3.1323 0.8 -0.3 0.0 -0.104
C -5.8842 4.4726 4.2917 0.4 -1.4 1.2 -0.090
C -5.1785 1.9473 3.8076 -1.8 1.4 1.7 -0.044
C -6.5639 1.1458 4.0200 2.5 1.0 -0.6 -0.176
C -6.4455 0.1165 2.9198 -0.5 -0.5 -0.8 -0.101
H -3.2247 1.1934 9.6395 -0.2 0.6 0.0 0.075
H -3.2987 -0.1903 8.7410 -0.5 -0.3 -0.8 0.064
H -4.4958 0.0865 9.9756 -0.2 0.0 -0.1 0.081
H -5.1884 2.2616 8.7428 -0.2 -0.1 0.4 0.110
H -5.8509 0.7791 8.1292 0.0 -0.1 -0.2 0.112
H -4.0705 0.9193 6.3287 -0.9 0.0 -0.9 0.093
H -3.3592 2.1618 7.1229 0.0 0.9 -0.1 0.105
H -5.1782 3.8355 6.8341 -0.2 0.1 -0.2 0.123
H -6.3651 2.5685 6.2985 0.0 0.2 0.1 0.123
H -2.9008 3.0542 4.7190 0.1 -0.1 -0.4 0.112
H -3.4589 4.4221 5.5796 -0.3 0.5 -0.2 0.125
H -3.2415 4.1277 2.4992 -0.2 -0.4 0.1 0.095
H -2.9051 5.4920 3.4444 -0.4 0.4 0.1 0.101
H -5.6265 4.6332 2.2609 0.8 0.3 -0.6 0.106
H -5.2187 6.1626 3.1020 -0.3 -0.1 -0.1 0.123
H -6.8801 4.0653 4.1174 0.0 0.5 -0.2 0.135
H -5.8622 5.1291 5.1616 -0.3 -0.1 0.1 0.131
H -4.3316 1.2925 4.0128 0.0 0.2 0.1 0.109
H -5.1208 2.3691 2.8042 -0.1 -0.3 0.0 0.097
H -7.4236 1.8037 3.8926 0.0 0.0 -0.1 0.112
H -6.6276 0.6477 4.9874 0.1 0.2 0.1 0.104
H -6.1991 0.5459 1.9487 -0.4 0.4 -0.1 0.067
H -7.3905 -0.4177 2.8206 0.1 -0.2 -0.1 0.092
H -5.6301 -0.5963 3.0430 -0.1 -0.2 0.6 0.066
C 4.0764 5.0982 0.4278 0.3 -1.0 1.1 -0.090
C 3.3779 3.7852 0.1333 0.0 0.1 -1.4 -0.256
C 4.0968 2.5413 0.6968 -1.2 -0.8 0.7 -0.169
C 5.0461 1.9285 -0.3164 -0.1 -0.6 -1.0 -0.084
N 5.8617 0.6125 -0.0264 0.0 -0.5 0.9 -0.159
C 4.9484 -0.6629 0.1122 -1.2 2.2 0.2 -0.073
C 4.8353 -1.1440 -1.3086 -1.6 -2.1 1.3 -0.185
C 6.1730 -1.0434 -1.8719 2.2 1.6 -0.4 -0.148
C 6.8021 0.2141 -1.2027 -0.5 0.9 0.0 -0.027
C 6.5906 0.7275 1.2825 0.4 1.2 0.3 -0.120
C 7.5936 1.9556 1.3318 0.7 -1.4 -1.4 -0.224
C 8.0308 2.3956 2.7005 -1.7 0.2 0.2 -0.088
H 5.1299 4.9534 0.1883 0.0 0.8 -0.5 0.076
H 4.0920 5.1498 1.5165 -0.1 0.5 0.3 0.061
H 3.5648 5.9778 0.0368 0.4 -0.1 -0.3 0.080
H 3.3002 3.6483 -0.9453 0.2 0.0 -0.4 0.095
H 2.3205 3.8894 0.3764 0.0 -0.5 0.7 0.092
H 3.2922 1.8221 0.8501 0.1 -0.3 0.4 0.093
H 4.5297 2.7538 1.6743 0.2 0.0 0.0 0.117
H 5.6822 2.7397 -0.6704 0.6 -0.6 -0.1 0.126
H 4.4236 1.6156 -1.1547 0.1 0.1 -0.2 0.110
H 5.2687 -1.3573 0.8889 1.1 -0.1 -0.5 0.125
H 4.0379 -0.3270 0.6086 -0.3 0.2 -0.5 0.093
H 4.7062 -2.2243 -1.2439 -0.9 -0.2 0.0 0.111
H 4.0165 -0.7480 -1.9093 0.3 0.4 0.2 0.092
H 6.7825 -1.8999 -1.5837 0.0 0.0 -0.3 0.103
H 6.0922 -0.9193 -2.9518 0.5 -0.1 0.0 0.123
H 7.7938 0.1258 -0.7590 -0.1 -0.4 -0.2 0.124
H 6.8461 1.0526 -1.8978 -0.1 0.0 0.1 0.133
H 7.1094 -0.2070 1.4960 0.4 0.0 -0.6 0.137
H 5.8160 0.6528 2.0457 -0.2 0.9 0.2 0.109
H 7.4018 2.7945 0.6627 -1.0 0.1 0.3 0.104
H 8.4787 1.5824 0.8167 0.3 -0.4 0.0 0.101
H 8.0142 1.4982 3.3190 0.7 0.3 0.4 0.085
H 7.2307 3.0405 3.0638 -0.1 0.0 0.5 0.069
H 8.9168 3.0303 2.7182 0.3 -0.6 0.0 0.090
C -4.3320 -2.9513 0.8073 0.2 -0.2 0.0 -0.074
C -2.9878 -3.7392 0.7121 -0.5 0.0 -0.1 -0.206
C -1.7522 -2.8241 0.4547 -0.4 -0.6 -0.3 -0.176
C -1.6747 -2.2568 -0.9533 0.5 2.4 -0.6 -0.059
N -0.3566 -1.3637 -1.2352 -1.0 0.1 -0.2 -0.147
C -0.4678 -0.7849 -2.6878 -0.5 -1.7 0.2 -0.050
C 0.1877 -1.9330 -3.5181 -1.3 2.1 -0.3 -0.159
C 1.4120 -2.1926 -2.7225 1.4 -0.6 0.4 -0.155
C 0.8610 -2.3103 -1.2941 -0.5 -0.3 -0.2 -0.068
C -0.1413 -0.2388 -0.1887 -0.9 -0.3 -0.2 -0.084
C -1.3200 0.7799 0.0763 1.2 -1.5 -0.8 -0.198
C -0.9543 1.7245 1.1964 -0.5 0.4 0.5 -0.089
H -5.0254 -3.0876 -0.0226 0.5 0.4 -0.5 0.080
H -4.0904 -1.9042 0.9900 -0.2 0.3 -0.4 0.055
H -4.9943 -3.2070 1.6343 0.5 -0.5 0.4 0.058
H -3.0012 -4.5455 -0.0212 -0.2 0.2 -0.4 0.111
H -2.8865 -4.3074 1.6367 0.5 0.3 0.3 0.068
H -0.8464 -3.3990 0.6475 0.1 0.2 0.4 0.104
H -1.8808 -1.9682 1.1173 0.5 -0.1 0.3 0.088
H -2.4381 -1.4890 -1.0793 -0.4 -0.1 0.1 0.116
H -1.7581 -2.8855 -1.8398 0.2 -0.5 0.4 0.133
H 0.0314 0.1823 -2.7454 0.4 -0.3 0.1 0.113
H -1.5150 -0.6469 -2.9571 -0.1 0.0 0.4 0.114
H 0.2555 -1.6221 -4.5606 0.7 0.2 0.1 0.097
H -0.4703 -2.7978 -3.6036 0.0 -0.2 0.5 0.106
H 2.1951 -1.4348 -2.7475 -0.5 0.4 -0.3 0.085
H 1.9016 -3.0849 -3.1124 -0.1 -0.4 0.5 0.104
H 1.4990 -2.0992 -0.4359 0.3 0.2 -0.3 0.121
H 0.4687 -3.3189 -1.1634 0.0 0.0 0.1 0.111
H 0.7224 0.3163 -0.5545 0.2 -0.1 0.1 0.124
H 0.0948 -0.7805 0.7273 0.2 0.2 0.1 0.100
H -2.2228 0.2411 0.3640 -0.1 0.0 -0.3 0.093
H -1.4887 1.3571 -0.8329 -0.4 -0.2 0.0 0.093
H -1.8972 2.0594 1.6286 0.0 0.2 0.1 0.055
H -0.4637 2.6293 0.8375 0.3 -0.1 0.0 0.065
H -0.4037 1.2657 2.0176 0.3 -0.1 -0.2 0.056
C -1.2557 -0.4651 4.7191 0.5 0.0 0.1 -0.112
C -2.3670 -1.4289 4.3711 0.9 0.3 0.0 -0.248
C -1.9344 -2.8952 4.3892 -1.2 0.3 -0.4 -0.260
C -1.3499 -3.3157 5.7059 1.5 -0.6 0.6 -0.248
P -0.7185 -5.0577 5.6993 -1.4 -1.2 0.3 1.069
C -0.5361 -5.6457 7.4233 0.3 0.2 -0.3 -0.260
C -0.2175 -7.1172 7.6764 0.7 -1.1 -1.0 -0.257
C -0.5096 -7.5872 9.1098 0.2 -0.6 -0.3 -0.240
C 0.2660 -6.8557 10.2028 -0.6 0.5 -0.1 -0.089
C 0.7713 -5.3261 4.7511 1.2 1.1 0.4 -0.281
C 1.2781 -6.7416 4.4845 -0.4 -0.6 -0.6 -0.244
C 2.7920 -6.9065 4.5547 -0.9 1.3 -0.4 -0.243
C 3.3336 -6.6108 5.9427 1.2 -0.4 0.4 -0.096
C -2.0263 -6.1192 4.9045 1.2 0.9 0.4 -0.258
C -3.3169 -6.0091 5.6871 -1.0 -0.5 -0.6 -0.225
C -4.5450 -6.6806 4.9349 1.9 -0.4 2.2 -0.238
C -4.9450 -6.1016 3.6464 0.1 1.3 -1.3 -0.117
H -0.3224 -0.8136 4.2767 0.0 0.3 -0.1 0.043
H -1.0432 -0.3770 5.7845 -0.2 0.2 0.1 0.080
H -1.5048 0.5035 4.2855 0.2 0.3 0.3 0.052
H -2.6241 -1.1164 3.3590 -0.6 -0.5 -0.1 0.093
H -3.2084 -1.2898 5.0500 -0.3 0.0 -0.2 0.105
H -1.2198 -3.1182 3.5968 0.0 0.2 -0.1 0.092
H -2.8700 -3.4054 4.1601 0.1 -0.7 0.0 0.100
H -1.9247 -3.1011 6.6068 -0.6 -0.5 -0.1 0.109
H -0.4526 -2.7358 5.9219 0.4 0.2 -0.3 0.097
H -1.4380 -5.3269 7.9458 0.0 0.1 0.1 0.101
H 0.3342 -5.1129 7.8065 -0.2 0.5 0.3 0.101
H 0.7884 -7.2922 7.2947 0.8 0.2 0.9 0.084
H -0.6525 -7.8197 6.9655 -1.2 0.2 0.0 0.100
H -0.3364 -8.6524 9.2627 0.4 -0.2 -0.6 0.114
H -1.5996 -7.5741 9.1137 -0.2 0.6 0.9 0.108
H 0.0579 -7.1850 11.2208 -0.4 -0.1 -0.1 0.081
H -0.0072 -5.8037 10.1213 0.4 0.2 0.4 0.062
H 1.3461 -6.9768 10.1203 0.0 0.1 -0.5 0.082
H 1.6216 -4.7685 5.1438 -0.2 0.4 0.6 0.086
H 0.6656 -4.8487 3.7769 -0.4 0.2 0.0 0.088
H 0.8995 -6.7764 3.4630 0.2 -1.6 -0.1 0.096
H 0.9407 -7.5690 5.1087 -0.9 0.3 -0.1 0.105
H 3.1980 -6.2021 3.8287 0.4 -0.1 -0.1 0.097
H 3.0276 -7.9205 4.2317 0.2 0.1 0.1 0.118
H 3.6150 -7.5655 6.3870 0.3 0.1 0.2 0.082
H 2.7727 -6.1041 6.7280 -0.9 0.0 -0.5 0.064
H 4.2122 -5.9694 5.8724 0.3 -0.3 0.0 0.080
H -1.5944 -7.1199 4.8939 -0.1 -0.2 0.0 0.095
H -2.0843 -5.7838 3.8690 -0.2 0.1 -0.2 0.082
H -3.4929 -4.9633 5.9389 -0.3 0.1 0.0 0.097
H -3.1725 -6.5572 6.6181 -0.2 0.1 0.2 0.106
H -5.3861 -6.6878 5.6281 0.0 0.0 0.0 0.116
H -4.1934 -7.7104 4.8727 -0.4 -0.3 -0.4 0.113
H -5.6532 -6.7306 3.1071 -0.2 0.3 0.1 0.092
H -4.1519 -5.8632 2.9377 0.6 -0.7 0.0 0.048
H -5.2984 -5.0834 3.8087 -0.9 0.0 0.1 0.076
C -1.1213 6.5420 -0.5480 -1.0 0.1 -1.4 -0.087
C -1.2020 5.0750 -1.0260 1.7 -1.0 1.1 -0.259
C -0.9596 4.7758 -2.5327 -2.3 0.8 -0.1 -0.158
C -2.3591 5.0764 -3.2617 1.1 0.4 -0.4 -0.227
P -2.5856 4.7520 -5.0366 -0.1 1.7 -0.9 1.044
C -2.4818 3.0013 -5.4363 0.4 1.3 -0.3 -0.267
C -3.2664 2.1665 -4.4856 -0.4 -2.3 1.0 -0.256
C -3.9330 0.9540 -5.1512 -1.3 -0.2 -0.3 -0.252
C -4.9075 0.2261 -4.2430 0.8 -0.2 1.0 -0.098
C -4.2597 5.3397 -5.5432 -0.6 0.3 0.6 -0.249
C -4.5663 6.8668 -5.6026 0.9 -0.5 -0.2 -0.238
C -5.9601 7.2161 -6.2099 0.7 0.1 -0.2 -0.221
C -5.9996 7.1001 -7.7695 1.1 -0.4 1.0 -0.085
C -1.4006 5.7870 -6.0440 -0.3 -0.8 0.1 -0.240
C 0.0622 5.3107 -6.0481 -1.2 0.4 1.1 -0.284
C 0.8799 5.8033 -7.2039 0.8 -0.8 0.1 -0.226
C 2.2799 5.0785 -7.1267 -0.7 0.5 -1.1 -0.071
H -1.9983 7.0620 -0.9332 -0.1 0.3 0.1 0.067
H -0.2613 7.0495 -0.9850 0.2 -0.1 0.0 0.072
H -1.1017 6.7495 0.5219 0.0 -0.6 0.1 0.058
H -2.0228 4.4904 -0.6106 -0.6 0.5 -0.4 0.079
H -0.3769 4.6137 -0.4834 0.5 -0.3 -0.1 0.072
H -0.7072 3.7514 -2.8067 0.3 -0.1 0.6 0.094
H -0.1672 5.4483 -2.8615 -0.1 -0.1 -0.4 0.098
H -2.5046 6.1566 -3.2500 -0.3 0.2 0.2 0.089
H -3.2128 4.6131 -2.7671 0.1 -0.1 0.3 0.078
H -1.4054 2.8306 -5.4188 0.0 -0.6 -0.2 0.076
H -2.8917 2.8918 -6.4404 0.3 0.1 -0.2 0.106
H -3.9822 2.6299 -3.8066 -0.3 0.6 -0.6 0.084
H -2.6183 1.7027 -3.7420 0.4 0.2 0.1 0.098
H -3.2469 0.1646 -5.4582 0.6 0.4 -0.2 0.081
H -4.5659 1.1884 -6.0072 0.5 0.6 -0.5 0.113
H -5.1293 -0.7509 -4.6723 -0.4 0.1 0.0 0.068
H -5.8057 0.7733 -3.9571 0.0 0.0 -0.3 0.087
H -4.3485 0.0533 -3.3233 -0.3 -0.3 0.4 0.058
H -4.9359 4.8227 -4.8623 -0.2 0.0 0.3 0.095
H -4.5792 4.9859 -6.5234 0.7 -0.5 -0.2 0.096
H -3.7565 7.2634 -6.2150 -0.2 0.3 -0.6 0.083
H -4.3459 7.3828 -4.6681 -0.6 -0.2 0.4 0.103
H -6.0974 8.2576 -5.9191 -0.4 0.0 -0.1 0.105
H -6.7321 6.6191 -5.7244 -0.1 0.0 0.0 0.106
H -5.0214 7.4634 -8.0845 -0.2 0.6 -0.4 0.066
H -6.8075 7.6264 -8.2779 0.1 0.0 0.3 0.079
H -5.9605 6.0660 -8.1117 -0.5 -0.2 0.1 0.060
H -1.4819 6.8227 -5.7141 -0.2 0.0 0.1 0.101
H -1.7981 5.7394 -7.0578 -0.2 0.0 -0.2 0.097
H 0.0410 4.2210 -6.0618 0.4 0.0 0.2 0.076
H 0.4573 5.6963 -5.1082 0.5 -0.6 0.1 0.110
H 0.9600 6.8903 -7.1985 0.2 0.0 0.0 0.115
H 0.2836 5.5516 -8.0809 0.4 -0.1 -0.5 0.103
H 2.6993 4.9116 -8.1188 0.0 0.3 -0.2 0.072
H 2.1987 4.0643 -6.7358 -0.1 0.3 0.5 0.024
H 3.0141 5.6718 -6.5815 -0.2 -0.2 0.2 0.080
P -4.8716 2.5604 -0.5985 -0.6 0.3 -2.0 0.215
F -4.1415 2.1112 0.7363 0.5 -1.0 0.9 -0.157
F -5.4510 1.0028 -0.7913 1.1 1.5 -0.4 -0.182
F -6.2360 2.9080 0.1346 -0.2 0.2 0.8 -0.133
F -5.5017 3.1265 -1.9939 -0.2 -0.4 0.4 -0.166
F -4.2824 4.0592 -0.2465 -0.2 0.1 -0.4 -0.190
F -3.5168 2.2824 -1.5203 -0.3 -0.6 1.0 -0.195
P 1.1004 -5.7186 -4.9399 -0.5 -2.0 -1.8 0.289
F 1.1185 -7.2722 -4.4426 -0.1 0.5 0.2 -0.173
F -0.5049 -5.7744 -5.3674 1.3 0.5 1.3 -0.176
F 0.7883 -5.3531 -3.3443 -0.4 0.9 -1.1 -0.199
F 1.1946 -4.1592 -5.4607 -0.8 -0.5 0.5 -0.180
F 2.6832 -5.5381 -4.6149 0.2 -0.5 0.2 -0.182
F 1.4098 -6.3577 -6.4451 0.3 1.5 1.0 -0.184
As 2.6854 -1.5121 3.3200 0.7 0.2 0.7 0.946
F 2.2798 -0.2169 2.1616 -0.1 -0.8 0.7 -0.288
F 0.9800 -2.1509 3.2380 1.7 0.4 -0.3 -0.301
F 3.1438 -2.8814 4.3769 -0.5 1.4 -0.9 -0.270
F 4.3393 -0.7593 3.4587 -1.7 -1.1 -0.3 -0.285
F 2.1617 -0.4833 4.7000 0.5 -1.2 -1.4 -0.278
F 3.1942 -2.5186 1.9091 -0.5 0.9 1.1 -0.291
As 2.9015 1.6098 -4.3408 1.6 -0.3 -1.7 0.949
F 1.3386 2.4760 -4.5895 1.5 -0.7 0.4 -0.289
F 3.5019 2.0523 -6.0042 -1.1 -0.2 1.9 -0.283
F 4.4603 0.6766 -4.1953 -1.8 0.8 0.4 -0.287
F 2.4102 1.0439 -2.7145 0.2 0.6 -1.0 -0.287
F 2.1195 0.1595 -5.0711 0.5 1.1 0.7 -0.282
F 3.7130 3.0423 -3.6471 -1.2 -1.4 -0.5 -0.269